Record 1
{"formula": "C5H16N2O", "method": "the ωB97M-V functional and the def2-TZVPD basis", "symbols": ["C", "C", "C", "C", "C", "N", "N", "H", "H", "H", "H", "H", "H", "H", "H", "H", "H", "H", "H", "H", "H", "H", "H", "O"], "xyz": [[-1.544, 1.190, -1.602], [-0.363, 0.681, -0.748], [-0.550, 1.128, 0.729], [0.535, 0.550, 1.647], [0.078, -0.720, 2.390], [-0.406, -1.712, 1.470], [0.924, 0.897, -1.335], [-2.520, 0.886, -1.215], [-1.353, 0.861, -2.621], [-1.480, 2.288, -1.632], [-0.475, -0.418, -0.704], [-1.546, 0.804, 1.072], [-0.539, 2.225, 0.764], [1.381, 0.290, 1.006], [0.915, 1.314, 2.329], [-0.660, -0.411, 3.149], [0.931, -1.122, 2.956], [-1.216, -2.171, 1.884], [0.979, -1.762, -3.364], [1.184, 1.887, -1.305], [0.663, -2.310, -3.769], [1.762, -0.825, -0.843], [1.257, -1.865, 0.158], [2.044, -1.685, -0.416]], "e_lumo_ev": [3.7, 2.6], "de_lowest_kcal_mol": 39.21, "spin_multiplicity": 2, "total_charge": -1}

Record 2
{"formula": "C5H16N2O", "method": "the ωB97M-V functional and the def2-TZVPD basis", "symbols": ["C", "C", "C", "C", "C", "N", "N", "H", "H", "H", "H", "H", "H", "H", "H", "H", "H", "H", "H", "H", "H", "H", "H", "O"], "xyz": [[-1.610, -2.261, -0.130], [-0.817, -1.080, -0.682], [-0.738, 0.107, 0.299], [0.340, -0.170, 1.356], [1.709, 0.429, 1.016], [1.993, 1.745, 1.505], [-1.373, -0.566, -1.962], [-1.706, -3.025, -0.904], [-2.575, -1.954, 0.273], [-1.043, -2.710, 0.698], [0.206, -1.372, -0.895], [-1.712, 0.379, 0.700], [-0.441, 0.946, -0.327], [0.071, 0.309, 2.298], [0.273, -1.204, 1.697], [1.866, 0.311, -0.062], [2.485, -0.288, 1.319], [1.809, 1.831, 2.493], [1.524, 2.486, 1.031], [-1.566, -1.353, -2.572], [-2.314, -0.230, -1.737], [1.801, 2.265, -1.374], [0.592, 2.463, -2.293], [1.225, 2.942, -1.747]], "e_lumo_ev": [3.8, 3.7], "de_lowest_kcal_mol": 4.13, "spin_multiplicity": 2, "total_charge": -1}

Record 3
{"formula": "C5H16N2O", "method": "the ωB97M-V functional and the def2-TZVPD basis", "symbols": ["N", "C", "C", "N", "C", "C", "C", "H", "H", "H", "H", "H", "H", "H", "H", "H", "H", "H", "H", "H", "H", "H", "H", "O"], "xyz": [[1.792, 1.435, -0.490], [1.062, 1.839, 0.702], [0.242, 0.696, 1.366], [-0.164, -0.316, 0.422], [-2.484, 0.416, -0.140], [-1.079, 0.087, -0.645], [-1.109, -1.042, -1.679], [2.776, 1.621, -0.352], [1.658, 0.432, -0.620], [1.731, 2.237, 1.468], [0.334, 2.631, 0.486], [-0.580, 1.190, 1.911], [0.857, 0.243, 2.141], [-0.472, -1.141, 0.924], [-3.200, 0.518, -0.961], [-2.913, -0.413, 0.441], [-2.563, 1.305, 0.493], [-0.692, 1.012, -1.073], [-0.356, -0.887, -2.455], [-0.822, -1.994, -1.217], [-2.108, -1.220, -2.089], [2.728, -3.652, 0.288], [2.326, -2.190, 0.426], [3.038, -2.809, 0.655]], "e_lumo_ev": [3.8, 3.7], "de_lowest_kcal_mol": 1.86, "spin_multiplicity": 2, "total_charge": -1}

Record 4
{"formula": "C5H16N2O", "method": "the ωB97M-V functional and the def2-TZVPD basis", "symbols": ["C", "C", "C", "C", "N", "C", "N", "H", "H", "H", "H", "H", "H", "H", "H", "H", "H", "H", "H", "H", "H", "H", "H", "O"], "xyz": [[0.658, 1.314, 2.360], [1.241, 0.400, 1.322], [0.269, 0.246, 0.116], [-0.925, -0.625, 0.535], [-1.609, -1.105, -0.789], [-2.683, -0.241, -1.276], [1.491, 1.246, 3.580], [0.456, 2.360, 2.157], [-0.454, 0.903, 2.595], [2.194, 0.680, 0.871], [1.346, -0.619, 1.712], [-0.226, 1.205, -0.090], [0.813, -0.002, -0.800], [-0.775, -1.471, 1.230], [-1.722, -0.025, 1.011], [-0.823, -1.334, -1.551], [-3.388, -0.926, -1.867], [-3.303, 0.273, -0.420], [-2.286, 0.739, -1.818], [1.515, 0.350, 4.071], [1.506, 1.996, 4.247], [2.046, -0.723, -4.476], [0.767, -1.220, -4.413], [1.475, -1.217, -5.043]], "e_lumo_ev": 0.5, "de_lowest_kcal_mol": 57.63, "smiles": "CNCCCCN.O", "spin_multiplicity": 1, "total_charge": 0}

Record 5
{"formula": "C5H16N2O", "method": "the ωB97M-V functional and the def2-TZVPD basis", "symbols": ["C", "N", "C", "C", "C", "C", "N", "H", "H", "H", "H", "H", "H", "H", "H", "H", "H", "H", "H", "H", "H", "H", "H", "O"], "xyz": [[-2.155, -1.911, -0.480], [-1.209, -1.395, 0.556], [2.082, -0.492, 0.703], [1.133, -0.676, -0.453], [-0.261, -0.255, 0.073], [-1.022, 0.581, -1.035], [-0.356, 1.827, -1.106], [-1.685, -2.998, -0.847], [-3.100, -1.953, 0.057], [-2.354, -1.424, -1.425], [-0.733, -2.234, 0.833], [2.273, 0.584, 0.986], [1.633, -0.904, 1.688], [2.926, -1.123, 0.750], [1.134, -1.714, -0.691], [1.433, -0.053, -1.365], [-0.134, 0.426, 1.026], [-2.078, 0.623, -0.709], [-0.795, -0.002, -1.907], [0.660, 1.830, -1.194], [-0.562, 2.458, -0.277], [0.582, 2.976, 2.198], [1.646, 3.206, 1.183], [0.942, 2.621, 1.434]], "e_lumo_ev": 0.5, "de_lowest_kcal_mol": 62.08, "smiles": "CC[C@@H](CN)NC.O", "spin_multiplicity": 1, "total_charge": 0}

Record 6
{"formula": "C5H16N2O", "method": "the ωB97M-V functional and the def2-TZVPD basis", "symbols": ["C", "N", "C", "C", "C", "C", "N", "H", "H", "H", "H", "H", "H", "H", "H", "H", "H", "H", "H", "H", "H", "H", "H", "O"], "xyz": [[-0.674, -2.677, -0.590], [-1.110, -1.562, 0.254], [1.722, -0.760, 1.241], [1.044, -0.238, -0.042], [-0.470, -0.269, 0.005], [-1.099, 0.417, -1.232], [-1.140, 1.878, -1.147], [-0.619, -3.573, 0.023], [-1.375, -2.889, -1.397], [0.322, -2.516, -0.990], [-0.958, -1.812, 1.219], [2.543, -0.158, 1.607], [0.967, -0.944, 2.001], [2.095, -1.776, 1.042], [1.449, -0.805, -0.885], [1.351, 0.793, -0.238], [-0.784, 0.378, 0.828], [-2.121, 0.054, -1.275], [-0.546, 0.149, -2.131], [-0.419, 2.263, -0.552], [-2.007, 2.234, -0.743], [0.851, 3.870, 1.758], [0.494, 4.362, 0.333], [0.485, 3.583, 0.910]], "e_lumo_ev": 0.6, "de_lowest_kcal_mol": 20.12, "smiles": "CC[C@@H](CN)NC.O", "spin_multiplicity": 1, "total_charge": 0}

Copy entry 3 word for word.
{"formula": "C5H16N2O", "method": "the ωB97M-V functional and the def2-TZVPD basis", "symbols": ["N", "C", "C", "N", "C", "C", "C", "H", "H", "H", "H", "H", "H", "H", "H", "H", "H", "H", "H", "H", "H", "H", "H", "O"], "xyz": [[1.792, 1.435, -0.490], [1.062, 1.839, 0.702], [0.242, 0.696, 1.366], [-0.164, -0.316, 0.422], [-2.484, 0.416, -0.140], [-1.079, 0.087, -0.645], [-1.109, -1.042, -1.679], [2.776, 1.621, -0.352], [1.658, 0.432, -0.620], [1.731, 2.237, 1.468], [0.334, 2.631, 0.486], [-0.580, 1.190, 1.911], [0.857, 0.243, 2.141], [-0.472, -1.141, 0.924], [-3.200, 0.518, -0.961], [-2.913, -0.413, 0.441], [-2.563, 1.305, 0.493], [-0.692, 1.012, -1.073], [-0.356, -0.887, -2.455], [-0.822, -1.994, -1.217], [-2.108, -1.220, -2.089], [2.728, -3.652, 0.288], [2.326, -2.190, 0.426], [3.038, -2.809, 0.655]], "e_lumo_ev": [3.8, 3.7], "de_lowest_kcal_mol": 1.86, "spin_multiplicity": 2, "total_charge": -1}